The following is a quantum chemistry calculation of C19H41AlBCaCl9F4IKN5O8S as an isolated structure, from OMol25.

As for the net charge: +1. The HOMO-LUMO gap comes out at 1.38 eV. The value obtained for the LUMO energy is -7.406 eV.

XYZ file:
```
92
C19H41AlBCaCl9F4IKN5O8S | OMol25 | ωB97M-V/def2-TZVPD
C 3.3213 1.9580 -6.9881
C 2.8474 1.1642 -5.7716
N 2.9923 1.9748 -4.5686
C 2.2150 1.6300 -3.3757
B 0.6541 2.0775 -3.5031
O -0.3058 1.6255 -2.6224
O 0.3579 2.8729 -4.5593
C -0.4770 4.0243 -4.3731
C 2.4394 0.1278 -3.1262
I 0.9399 -1.2345 -3.7732
N 2.5882 -0.1574 -1.6757
C 3.5985 0.4840 -1.1011
N 4.1741 0.0293 -0.0125
S 3.7994 -1.3960 0.8880
N 4.0211 1.7220 -1.5961
C 2.8935 2.4608 -2.2258
C 2.0412 3.0597 -1.1293
Cl 1.3542 2.0420 0.0794
C 1.8291 4.3769 -1.0900
C 2.4037 5.3868 -2.0498
Cl 0.8256 5.0567 0.1213
H 3.6896 1.3085 -7.7759
H 2.4940 2.5561 -7.3726
H 4.0911 2.6735 -6.6928
H 3.4482 0.2541 -5.7091
H 1.8108 0.8638 -5.9587
H 2.9170 2.9579 -4.7895
H -0.5968 2.2615 -1.9580
H -1.5196 3.7720 -4.5640
H -0.1760 4.7673 -5.1069
H -0.3948 4.4276 -3.3626
H 3.3529 -0.2102 -3.6115
H 2.6487 -1.1658 -1.5280
H 4.9002 0.6021 0.4061
H 2.4916 -1.4502 0.6080
H 4.7705 1.5474 -2.2669
H 3.3448 3.3024 -2.7406
H 2.3144 6.3820 -1.6279
H 3.4724 5.2085 -2.1838
H 1.9376 5.3384 -3.0337
C -1.9687 -4.2561 -3.6457
Cl -1.6525 -3.2145 -5.0636
Cl -2.4492 -5.8533 -4.1455
Cl -0.4944 -4.3165 -2.6537
H -2.7569 -3.8169 -3.0503
C -0.6422 -7.3944 -0.7817
Cl -1.6611 -7.4701 0.6694
Cl -1.1015 -8.5926 -1.9932
H -0.8018 -6.4158 -1.2196
H 0.3827 -7.5793 -0.4883
C -1.6116 7.1285 3.1999
O -2.2070 6.3677 2.1545
H -2.4207 7.4858 3.8304
H -0.9380 6.5197 3.8091
H -1.0651 7.9917 2.8106
H -1.5114 6.0389 1.5806
F 2.1170 -2.5105 2.6268
Al 1.2953 -1.3973 3.6346
F 0.4740 -2.1489 4.8701
F 0.2493 -0.5691 2.6144
F 2.4527 -0.3212 4.2098
N -3.8860 -4.9719 -0.4165
O -2.8041 -4.5383 -0.8895
O -4.3795 -4.3478 0.5741
O -4.4376 -5.9589 -0.8616
K -3.0506 -4.2939 2.4539
Ca 4.8074 2.3699 1.7144
C -6.1914 0.3162 5.2183
C -5.9116 -1.1741 5.3114
C -5.5555 -1.5883 6.7295
O -4.8575 -1.5342 4.4079
H -5.3045 0.8864 5.5086
H -6.4454 0.5943 4.1959
H -7.0141 0.6047 5.8724
H -6.7856 -1.7324 4.9752
H -4.6524 -1.0681 7.0605
H -5.3589 -2.6593 6.7794
H -6.3612 -1.3519 7.4244
H -4.0701 -1.0491 4.6805
C 1.4701 -4.9700 -5.7004
O 2.6983 -5.2599 -6.0073
H 0.7007 -5.0512 -6.4841
H 1.0929 -5.4066 -4.7395
H 1.4262 -3.8694 -5.3729
Cl 0.6023 -0.2292 10.3403
C -0.0989 -0.9405 8.8591
C 0.4938 -0.3626 7.6039
Cl 0.0337 1.3515 7.3728
H -1.1739 -0.7876 8.8974
H 0.1064 -2.0087 8.8917
H 0.1301 -0.9112 6.7383
H 1.5786 -0.4161 7.6145
```

Löwdin population analysis, charges in e, atoms 1 to 6:
1. C -0.07
2. C -0.28
3. N -0.02
4. C -0.32
5. B -0.72
6. O 0.13